Below is a cluster of 11 separate species, C19H45BF4N17O7 in total at a distorted geometry, with properties calculated with ωB97M-V/def2-TZVPD.

CARTESIAN COORDINATES (ANGSTROEM)
B -0.95584 0.06192 0.98740
F -1.99985 -0.82234 0.78230
F -0.98955 0.31212 2.29345
F 0.23606 -0.67163 0.87486
F -0.99670 1.21547 0.32175
C 1.23567 -5.13958 -3.96452
O 0.05590 -5.29108 -4.20493
N 1.78053 -4.68013 -2.90556
N 2.17585 -5.33967 -4.86173
H 2.77089 -4.51625 -3.01705
H 1.29001 -4.03171 -2.30635
H 1.77185 -5.77366 -5.67937
H 3.15029 -5.17438 -4.65377
C 7.48786 -4.39743 -1.62755
O 7.39968 -4.33332 -2.87735
N 6.90975 -3.53284 -0.87936
N 8.15034 -5.29102 -1.03016
H 6.46979 -2.72236 -1.29127
H 6.97570 -3.49389 0.12773
H 8.70406 -5.97030 -1.53221
H 7.76947 -5.46129 -0.11035
C -6.50291 -1.23379 -5.69290
O -5.79898 -2.18482 -5.96628
N -7.35441 -0.75908 -6.51029
N -6.51346 -0.66644 -4.53751
H -7.54865 -1.29797 -7.34214
H -7.76024 0.14753 -6.32738
H -7.31119 -0.17945 -4.15467
H -5.69153 -1.04601 -4.08978
C -7.44256 1.80854 3.32298
O -8.56367 2.27179 3.67512
N -6.33632 2.24976 3.76409
N -7.20522 0.70238 2.74080
H -5.47453 1.92599 3.34865
H -6.38743 2.96779 4.47256
H -6.33656 0.23580 2.52206
H -8.08714 0.28796 2.47513
C -3.16236 6.61033 -4.94372
O -3.38931 6.81132 -6.12814
N -3.06097 7.62761 -4.13217
N -3.39763 5.45031 -4.31307
H -3.24912 8.56601 -4.45482
H -2.79113 7.43392 -3.17835
H -3.01221 5.34237 -3.38577
H -3.95438 4.76425 -4.80242
C -0.59631 -6.25422 4.92376
O -0.75821 -7.07985 5.79547
N 0.29231 -6.29473 3.95369
N -1.33457 -5.12827 4.94142
H 0.96780 -7.04514 3.98032
H 0.09345 -5.66537 3.18919
H -0.98344 -4.43076 4.30089
H -2.03707 -4.94490 5.64353
C -6.49484 -6.59545 -0.09174
O -6.28565 -6.26210 -1.21968
N -5.70501 -6.17694 0.86516
N -7.52975 -7.33346 0.28992
H -4.97995 -5.57549 0.50094
H -5.91522 -6.37522 1.83294
H -7.43558 -7.79362 1.18405
H -7.95306 -7.84295 -0.47254
C 1.53962 7.23439 7.56539
C 1.33379 5.72259 7.19101
C 0.29308 4.80583 8.02294
C -0.99228 5.48683 8.02808
N -2.01424 6.01783 7.96387
H 2.37134 7.75453 7.09022
H 1.65649 7.28932 8.64772
H 0.60493 7.70729 7.26405
H 2.30529 5.22849 7.20363
H 1.00919 5.75685 6.15102
H 0.66357 4.80341 9.04805
H 0.07389 3.78913 7.69681
N 5.24298 2.59999 1.49250
C 6.59173 2.45034 1.99204
C 7.26050 3.60386 1.75920
C 6.39079 4.57844 1.17689
C 5.14853 3.94169 1.06076
H 4.48875 1.93841 1.60889
H 7.01162 1.56988 2.45561
H 8.25319 3.81347 2.12938
H 6.72979 5.59676 1.05639
H 4.19811 4.37825 0.79148
N 5.31996 1.95592 -4.81701
C 6.19586 1.89132 -5.84650
C 5.97025 0.83754 -6.71309
C 4.75360 0.36457 -6.39200
C 4.46200 0.90675 -5.12154
H 5.35341 2.69016 -4.12428
H 6.95531 2.64785 -5.97801
H 6.60749 0.49179 -7.51358
H 4.21168 -0.47858 -6.79427
H 3.60485 0.64053 -4.52085

## Properties
HOMO	-6.363	eV
total charge	-1
spin multiplicity	1
Kohn-Sham gap	8.0	eV
E_LUMO	1.598	eV

These are the Löwdin partial charges, in e, on atoms 1 to 8: number 1, B, carries -1.47; number 2, F, carries 0.10; number 3, F, carries 0.14; number 4, F, carries 0.06; number 5, F, carries 0.17; number 6, C, carries -0.81; number 7, O, carries 0.04; number 8, N, carries 0.17